C3H4ClNO2 | ωB97M-V with the def2-TZVPD basis set

Properties
Relative energy (zero: lowest compared OMol25 entry of this formula, charge and spin): 410.2 kJ/mol
LUMO level (spin up / spin down): 0.72 / 0.73 eV
Largest force on an atom: 0.0964 Eh/bohr
Energy: -21279.2712 eV
Multiplicity: 1
Frontier orbital gap (spin up / spin down): 0.30467 / 0.29944 hartree

Each line ends with the Löwdin charge.
Cartesian coordinates (Å):
C: 2.9997 1.0001 -0.6233  -0.45
C: -2.6589 -0.7213 1.3432  -0.08
C: -0.8722 -0.4928 -0.1416  -0.60
N: 2.8580 0.4588 -1.6966  0.16
O: 3.0171 1.6006 0.3736  0.13
O: -1.8778 -1.0739 0.3915  -0.13
Cl: -0.2363 0.9977 0.4826  0.66
H: -2.7044 0.0032 2.1068  0.05
H: -3.5641 -1.3999 1.3629  0.09
H: -0.3981 -0.8584 -1.0344  0.07
H: 3.4371 0.4860 -2.5648  0.11